(1)
The following is a DFT calculation (ωB97M-V/def2-TZVPD) of C32H16AuF9N4O4P as an isolated structure.

Structure (ORCA input):
```
! RIJCOSX wB97M-V def2-TZVPD def2/J DEFGRID3
* xyz 1 1
Au 0.11 -0.46 -0.11
O 3.52 2.25 0.00
C 2.47 1.50 -0.20
O 2.43 0.30 0.03
C 1.30 2.23 -0.77
C 1.24 3.57 -1.07
C 0.05 4.07 -1.61
C -1.02 3.22 -1.84
C -0.88 1.89 -1.50
N 0.24 1.44 -0.98
C -1.95 0.84 -1.65
O -2.95 1.06 -2.26
O -1.70 -0.33 -1.06
H 4.25 1.73 0.35
H 2.09 4.20 -0.89
H -0.03 5.12 -1.84
H -1.96 3.56 -2.26
N 0.19 0.65 1.85
C 0.06 0.86 2.99
C -0.09 1.11 4.33
C 0.07 -0.01 5.18
N 0.23 -0.99 5.78
C -0.32 2.45 4.77
N -0.50 3.54 5.08
F 0.12 -8.04 -2.74
C -0.92 -7.21 -2.72
F -1.99 -7.90 -2.31
F -1.15 -6.80 -3.97
C -0.67 -6.03 -1.80
C -1.45 -4.89 -1.95
C -1.25 -3.81 -1.11
C -0.26 -3.89 -0.12
C 0.51 -5.04 0.04
C 0.29 -6.11 -0.81
P -0.08 -2.48 0.96
C 1.47 -2.52 1.82
C 2.65 -2.77 1.10
C 3.87 -2.60 1.71
C 3.92 -2.14 3.02
C 2.77 -1.89 3.75
C 1.54 -2.07 3.15
C 5.29 -1.90 3.64
F 6.06 -1.20 2.79
F 5.21 -1.22 4.77
F 5.91 -3.05 3.89
C -1.45 -2.45 2.10
C -1.47 -3.37 3.14
C -2.57 -3.42 3.99
C -3.62 -2.54 3.79
C -3.60 -1.61 2.76
C -2.51 -1.56 1.90
C -4.85 -2.60 4.67
F -5.95 -2.79 3.92
F -4.78 -3.59 5.56
F -5.01 -1.45 5.33
H -2.21 -4.85 -2.72
H -1.84 -2.91 -1.23
H 1.25 -5.11 0.82
H 0.88 -7.02 -0.70
H 2.60 -3.10 0.07
H 4.79 -2.79 1.16
H 2.82 -1.54 4.77
H 0.64 -1.85 3.71
H -0.65 -4.05 3.29
H -2.60 -4.13 4.80
H -4.43 -0.93 2.63
H -2.50 -0.85 1.09
*
```

Properties
Max |F| = 0.87 eV/A
Highest occupied orbital energy (alpha / beta) = -10.719 / -10.719 eV
Energy relative to the best compared isomer or geometry (same formula, charge and spin) = 155.73 kJ/mol
LUMO (alpha / beta) = -0.2385 / -0.2385 Eh
Gap between HOMO and LUMO (alpha / beta) = 4.228 / 4.227 eV

(2)
The following is a DFT calculation (ωB97M-V/def2-TZVPD) of C32H18F3N5O8SW as an isolated structure.

Structure (ORCA input):
```
! RIJCOSX wB97M-V def2-TZVPD def2/J DEFGRID3
* xyz 2 1
W 0.09 0.43 0.03
O -3.35 -0.05 2.29
C -2.27 0.31 1.93
O -1.55 -0.29 0.96
C -1.46 1.40 2.55
C -1.83 2.23 3.59
C -0.93 3.21 4.00
C 0.29 3.34 3.35
C 0.57 2.46 2.32
N -0.28 1.51 1.97
C 1.79 2.45 1.46
O 2.76 3.11 1.59
O 1.68 1.44 0.54
H -2.80 2.10 4.05
H -1.19 3.88 4.80
H 1.01 4.10 3.62
O -0.33 -7.17 1.31
N -0.83 -6.34 0.58
O -1.66 -6.55 -0.27
C -0.37 -4.94 0.77
C 0.26 -4.68 1.92
C 0.70 -3.35 2.23
C 1.40 -3.02 3.40
C 1.82 -1.73 3.59
C 1.51 -0.76 2.63
N 0.81 -1.05 1.54
C 0.42 -2.33 1.32
C -0.22 -2.62 0.08
N -0.38 -1.58 -0.78
C -0.91 -1.79 -1.97
C -1.30 -3.06 -2.38
C -1.17 -4.13 -1.53
C -0.62 -3.93 -0.24
H 0.43 -5.48 2.63
H 1.62 -3.79 4.13
H 2.39 -1.44 4.46
H 1.84 0.25 2.75
H -1.03 -0.93 -2.62
H -1.72 -3.19 -3.37
H -1.48 -5.11 -1.84
F 3.55 2.34 -3.43
C 3.70 1.05 -3.74
F 2.79 0.74 -4.68
F 4.91 0.88 -4.27
C 3.51 0.18 -2.52
C 4.52 -0.58 -1.99
C 4.30 -1.33 -0.83
C 3.07 -1.28 -0.22
N 2.06 -0.57 -0.77
C 2.28 0.13 -1.88
S 0.82 0.97 -2.28
H 5.50 -0.59 -2.47
H 5.08 -1.94 -0.41
H 2.88 -1.83 0.68
O -0.63 2.35 -0.29
C -1.61 2.02 -1.07
O -1.64 0.75 -1.22
C -2.52 2.95 -1.68
C -2.26 4.32 -1.58
C -3.14 5.21 -2.18
C -4.25 4.73 -2.86
C -4.51 3.36 -2.94
C -3.64 2.46 -2.36
H -1.39 4.68 -1.06
H -2.95 6.27 -2.13
H -4.93 5.43 -3.32
H -5.38 3.01 -3.47
H -3.82 1.40 -2.41
*
```

Properties
Max |F| = 1.12 eV/A
Highest occupied orbital energy = -14.636 eV
Energy relative to the best compared isomer or geometry (same formula, charge and spin) = 9.56 kJ/mol
LUMO = -0.2712 Eh
Gap between HOMO and LUMO = 7.257 eV

(3)
The following is a DFT calculation (ωB97M-V/def2-TZVPD) of C32H21CdN9O2S3Se as an isolated structure.

Structure (ORCA input):
```
! RIJCOSX wB97M-V def2-TZVPD def2/J DEFGRID3
* xyz 0 1
Cd 0.26 -0.74 -0.41
Se -2.84 6.51 -0.84
N 0.53 5.69 -1.34
C 0.27 4.33 -1.67
C 1.35 3.31 -1.74
C 2.65 3.45 -2.14
C 3.33 2.28 -2.50
C 2.60 1.05 -2.65
N 1.38 0.87 -2.30
C 0.79 1.93 -1.51
C -1.85 1.44 -1.38
N -1.90 0.14 -1.21
C -3.08 -0.35 -0.80
C -4.20 0.45 -0.58
C -4.10 1.83 -0.71
C -2.88 2.33 -1.11
C -2.36 3.71 -1.14
N -2.98 4.78 -1.06
H 3.11 4.42 -2.23
H 4.37 2.31 -2.78
H 3.10 0.21 -3.13
H -3.11 -1.42 -0.63
H -5.12 -0.01 -0.25
H -4.94 2.48 -0.49
O -0.55 -1.08 1.54
C 0.26 -2.01 2.18
C -0.04 -3.40 1.65
C 0.69 -4.55 1.61
C -0.01 -5.63 1.02
C -1.26 -5.29 0.63
S -1.60 -3.65 0.97
C 1.72 -1.64 1.91
C 2.53 -2.04 0.89
C 3.74 -1.29 0.81
C 3.82 -0.34 1.77
S 2.44 -0.34 2.78
C -0.02 -1.95 3.68
C -0.73 -0.98 4.32
C -0.77 -1.16 5.73
C -0.08 -2.27 6.13
S 0.60 -3.10 4.79
H 1.71 -4.61 1.98
H 0.41 -6.62 0.88
H -2.00 -5.91 0.14
H 2.28 -2.85 0.21
H 4.52 -1.47 0.08
H 4.62 0.36 1.96
H -1.21 -0.18 3.77
H -1.28 -0.50 6.41
H 0.05 -2.65 7.13
C -0.02 5.39 -2.67
N -0.85 3.52 -1.08
C -0.59 3.29 0.37
C 0.18 2.22 0.71
N 0.86 1.46 -0.14
C -0.67 2.22 -1.85
H -0.15 6.09 -0.69
H -1.05 5.62 -2.88
H 0.68 5.54 -3.49
H -1.13 3.94 1.04
H 0.24 1.94 1.76
H -0.79 2.47 -2.91
O 0.74 -2.40 -1.70
N -0.38 -2.92 -2.13
C -0.28 -4.11 -2.65
C 0.97 -4.82 -2.72
N 1.96 -5.39 -2.77
C -1.49 -4.72 -3.10
N -2.46 -5.22 -3.47
*
```

Properties
Max |F| = 0.25 eV/A
Highest occupied orbital energy (alpha / beta) = -7.938 / -7.938 eV
Energy relative to the best compared isomer or geometry (same formula, charge and spin) = 660.22 kJ/mol
LUMO (alpha / beta) = -0.1207 / -0.0791 Eh
Gap between HOMO and LUMO (alpha / beta) = 4.654 / 5.785 eV

(4)
The following is a DFT calculation (ωB97M-V/def2-TZVPD) of C32H21Cl2MoN3O7S as an isolated structure.

Structure (ORCA input):
```
! RIJCOSX wB97M-V def2-TZVPD def2/J DEFGRID3
* xyz 0 3
Mo 0.01 0.03 -0.34
O -1.56 0.92 0.26
C -2.73 1.12 -0.13
C -3.23 0.67 -1.37
C -4.55 0.94 -1.73
C -5.03 0.52 -2.95
C -4.21 -0.19 -3.84
C -2.91 -0.46 -3.51
C -2.37 -0.06 -2.27
O -1.16 -0.37 -1.98
N -6.39 0.86 -3.33
O -7.06 1.52 -2.55
O -6.80 0.45 -4.40
H -3.38 1.69 0.53
H -5.21 1.48 -1.06
H -4.64 -0.53 -4.77
H -2.27 -1.01 -4.18
C 3.00 -4.82 0.45
C 2.07 -4.33 -0.45
C 1.63 -3.02 -0.38
C 2.11 -2.17 0.62
C 3.07 -2.67 1.51
C 3.51 -3.97 1.43
N 1.64 -0.81 0.73
N 2.38 -0.10 1.47
C 2.01 1.21 1.53
C 2.74 2.13 2.29
C 2.36 3.45 2.28
C 1.25 3.85 1.54
C 0.53 2.93 0.79
C 0.89 1.59 0.77
H 3.33 -5.85 0.39
H 1.67 -4.98 -1.22
H 0.93 -2.67 -1.12
H 3.44 -2.00 2.27
H 4.25 -4.33 2.13
H 3.60 1.78 2.85
H 2.91 4.18 2.86
H 0.95 4.89 1.54
H -0.32 3.26 0.21
Cl -0.79 -0.40 3.05
C -1.03 -2.12 3.01
C -1.04 -2.80 4.22
C -1.25 -4.17 4.24
C -1.44 -4.85 3.05
C -1.44 -4.17 1.85
Cl -1.69 -5.06 0.39
C -1.24 -2.77 1.79
S -1.33 -2.00 0.22
H -0.89 -2.25 5.13
H -1.26 -4.70 5.18
H -1.60 -5.92 3.05
O 1.89 3.04 -3.82
C 2.26 1.89 -4.42
C 2.92 1.90 -5.64
C 3.32 0.71 -6.24
C 3.07 -0.50 -5.62
C 2.42 -0.52 -4.40
C 2.01 0.66 -3.78
C 1.33 0.57 -2.47
O 1.40 -0.53 -1.82
O 0.67 1.51 -1.96
H 2.15 3.79 -4.36
H 3.11 2.85 -6.13
H 3.84 0.74 -7.19
H 3.37 -1.43 -6.09
H 2.22 -1.45 -3.89
*
```

Properties
Max |F| = 3.56 eV/A
Highest occupied orbital energy (alpha / beta) = -7.630 / -7.930 eV
Energy relative to the best compared isomer or geometry (same formula, charge and spin) = 28.62 kJ/mol
LUMO (alpha / beta) = -0.0372 / -0.0576 Eh
Gap between HOMO and LUMO (alpha / beta) = 6.619 / 6.364 eV

(5)
The following is a DFT calculation (ωB97M-V/def2-TZVPD) of C32H21ClN13O3Zr as an isolated structure.

Structure (ORCA input):
```
! RIJCOSX wB97M-V def2-TZVPD def2/J DEFGRID3
* xyz -1 1
Zr 0.34 0.05 -0.18
Cl -1.91 3.87 -5.27
C -1.25 3.54 -3.59
C 0.09 3.79 -3.36
C 0.92 3.46 -2.17
C 0.68 2.64 -1.11
O 1.42 2.28 -0.14
C -1.70 2.51 -0.57
C -2.04 2.17 0.83
N -1.37 1.25 1.38
C -1.67 0.88 2.70
C -2.61 -0.04 2.97
C -2.93 -0.37 4.27
C -2.19 0.10 5.33
C -1.07 0.96 5.08
C -0.12 1.41 5.98
C 0.96 2.11 5.57
C 1.05 2.46 4.23
N 0.12 2.25 3.33
C -0.84 1.41 3.77
C -2.40 3.28 -1.40
H 0.52 4.30 -4.23
H 1.79 4.08 -1.99
H -2.98 2.58 1.36
H -3.04 -0.58 2.14
H -3.70 -1.09 4.47
H -2.23 -0.27 6.32
H -0.24 1.09 7.01
H 1.74 2.45 6.24
H 1.89 3.01 3.79
H -3.28 3.87 -1.05
O 0.62 -1.03 1.50
C 0.56 -2.28 2.02
C 0.33 -2.39 3.43
C 0.36 -3.63 4.08
C 0.61 -4.75 3.26
C 0.71 -4.65 1.91
C 0.81 -3.41 1.27
C 1.04 -3.26 -0.14
N 1.03 -2.15 -0.74
N 1.66 -2.20 -2.02
C 2.13 -1.00 -2.21
O 2.03 -0.02 -1.38
C 2.70 -0.69 -3.54
C 2.60 -1.65 -4.54
C 3.14 -1.41 -5.81
C 3.85 -0.23 -6.09
C 3.77 0.78 -5.13
C 3.24 0.54 -3.84
H 0.18 -1.45 4.04
H 0.13 -3.69 5.14
H 0.59 -5.72 3.68
H 0.92 -5.59 1.44
H 1.35 -4.08 -0.75
H 2.09 -2.55 -4.41
H 3.01 -2.26 -6.46
H 4.29 -0.14 -7.06
H 4.15 1.79 -5.30
H 3.29 1.32 -3.10
N -2.22 -0.73 -2.76
C -1.88 0.68 -2.62
N -2.70 1.61 -3.03
N -2.23 2.97 -2.77
N -0.58 1.91 -1.13
N -0.58 0.81 -2.14
C -2.31 -1.37 -1.55
N -2.96 -2.49 -1.49
N -2.87 -2.91 -0.18
N -2.12 -2.09 0.46
N -1.69 -1.11 -0.38
H -3.00 -0.92 -3.33
*
```

Properties
Max |F| = 3.20 eV/A
Highest occupied orbital energy = -4.582 eV
Energy relative to the best compared isomer or geometry (same formula, charge and spin) = 546.40 kJ/mol
LUMO = 0.0737 Eh
Gap between HOMO and LUMO = 6.589 eV

(6)
The following is a DFT calculation (ωB97M-V/def2-TZVPD) of C32H21FMnN6O10S as an isolated structure.

Structure (ORCA input):
```
! RIJCOSX wB97M-V def2-TZVPD def2/J DEFGRID3
* xyz -1 5
Mn -0.90 0.30 1.34
O -0.56 0.02 5.36
C -0.22 0.16 4.20
O -1.05 0.36 3.22
C 1.26 0.14 3.86
C 2.13 0.40 4.89
C 3.50 0.43 4.66
C 4.01 0.19 3.40
C 3.15 -0.11 2.36
C 1.73 -0.16 2.54
O 0.92 -0.41 1.58
N 3.79 -0.35 1.06
O 4.93 0.07 0.91
O 3.19 -0.95 0.20
N 4.42 0.71 5.76
O 3.94 0.94 6.86
O 5.62 0.70 5.54
H 1.74 0.58 5.88
H 5.07 0.23 3.22
C -4.35 -2.65 1.43
C -3.55 -1.54 1.60
N -2.31 -1.48 1.12
C -1.83 -2.51 0.43
C -2.56 -3.66 0.18
C -3.84 -3.73 0.72
C -1.98 -4.81 -0.55
C -1.34 -4.83 -1.72
C -1.19 -3.76 -2.74
C -0.27 -3.93 -3.77
C -0.26 -2.99 -4.78
N -1.08 -1.94 -4.78
C -1.87 -1.83 -3.72
N -1.98 -2.69 -2.71
H -5.35 -2.67 1.84
H -3.89 -0.68 2.17
H -0.81 -2.41 0.05
H -4.44 -4.62 0.56
H -2.08 -5.76 -0.04
H -0.91 -5.78 -2.03
H 0.41 -4.78 -3.79
H 0.42 -3.07 -5.63
H -2.49 -0.94 -3.67
F -2.43 4.15 -4.00
C -2.37 3.63 -2.76
C -1.59 4.26 -1.81
C -1.56 3.73 -0.52
C -2.28 2.59 -0.18
C -2.21 2.00 1.19
C -3.04 1.98 -1.18
C -3.09 2.49 -2.47
H -1.01 5.13 -2.08
H -0.95 4.22 0.24
H -3.16 1.54 1.48
H -1.90 2.71 1.94
H -3.58 1.07 -0.95
H -3.67 2.01 -3.25
O 2.29 -0.21 -3.99
S 1.50 0.86 -3.45
O 1.06 1.90 -4.34
N 0.24 0.27 -2.60
C 0.27 0.65 -1.35
O -0.63 0.29 -0.52
C 1.45 1.51 -0.98
C 1.77 2.11 0.23
C 2.96 2.82 0.32
C 3.82 2.92 -0.77
C 3.49 2.33 -1.98
C 2.30 1.64 -2.06
H 1.10 2.05 1.08
H 3.22 3.29 1.26
H 4.75 3.46 -0.67
H 4.15 2.40 -2.84
*
```

Properties
Max |F| = 0.91 eV/A
Highest occupied orbital energy (alpha / beta) = -5.770 / -5.881 eV
LUMO (alpha / beta) = 0.0599 / 0.0598 Eh
Gap between HOMO and LUMO (alpha / beta) = 7.400 / 7.507 eV

(7)
The following is a DFT calculation (ωB97M-V/def2-TZVPD) of a 3-piece molecular cluster, C32H21N2O8PS overall.

Structure (ORCA input):
```
! RIJCOSX wB97M-V def2-TZVPD def2/J DEFGRID3
* xyz 0 1
N -5.15 -3.77 -1.95
P -3.42 -3.87 -2.04
O -3.08 -5.32 -2.78
C -2.93 -2.52 -3.25
O -2.35 -2.89 -4.52
C -2.14 -1.61 -5.07
O -2.54 -1.18 -6.06
O -1.38 -0.98 -4.06
C -1.96 -1.37 -2.81
N -0.82 -1.68 -1.89
C -0.30 -0.61 -1.66
S 0.20 0.85 -1.32
H -5.54 -3.21 -2.72
H -5.43 -3.27 -1.11
H -2.91 -6.00 -2.11
H -3.85 -1.95 -3.55
H -2.55 -0.59 -2.28
O 5.46 -3.93 -3.02
C 5.39 -3.29 -1.99
C 4.07 -3.01 -1.37
C 2.91 -3.50 -1.97
C 1.67 -3.27 -1.38
C 1.59 -2.56 -0.19
C 2.74 -2.06 0.40
C 3.98 -2.27 -0.19
C 5.20 -1.71 0.45
O 5.12 -1.03 1.45
C 6.52 -2.01 -0.16
C 7.68 -1.52 0.44
C 8.92 -1.82 -0.10
C 9.01 -2.61 -1.24
C 7.86 -3.09 -1.85
C 6.61 -2.79 -1.32
H 2.97 -4.06 -2.89
H 0.78 -3.66 -1.84
H 0.63 -2.40 0.28
H 2.67 -1.50 1.33
H 7.61 -0.91 1.33
H 9.82 -1.45 0.37
H 9.98 -2.85 -1.66
H 7.94 -3.70 -2.74
O -2.80 2.83 0.58
C -3.07 3.45 1.59
C -2.36 3.16 2.86
C -1.37 2.18 2.89
C -0.68 1.93 4.06
C -0.97 2.66 5.21
C -1.96 3.62 5.19
C -2.67 3.87 4.02
C -3.74 4.90 4.02
O -4.05 5.48 5.04
C -4.44 5.20 2.74
C -5.42 6.18 2.71
C -6.05 6.50 1.52
C -5.70 5.83 0.35
C -4.73 4.84 0.37
C -4.10 4.52 1.57
H -1.14 1.62 1.99
H 0.09 1.17 4.08
H -0.42 2.47 6.13
H -2.19 4.18 6.09
H -5.70 6.70 3.62
H -6.82 7.26 1.50
H -6.19 6.09 -0.59
H -4.46 4.33 -0.54
*
```

Properties
SMILES string = NP(O)[C@@H]1OC(=O)O[C@@H]1N=C=S.O=C1c2ccccc2C(=O)c2ccccc21.O=C1c2ccccc2C(=O)c2ccccc21
Max |F| = 4.36 eV/A
Highest occupied orbital energy = -9.210 eV
LUMO = -0.0400 Eh
Gap between HOMO and LUMO = 8.121 eV